Record 1
{
  "formula": "C24H31N3O5S",
  "method": "ωB97M-V with the def2-TZVPD basis set",
  "elements": ["C", "O", "C", "C", "C", "C", "N", "S", "O", "O", "C", "C", "C", "N", "C", "O", "C", "C", "C", "C", "C", "C", "C", "C", "C", "N", "C", "C", "O", "C", "C", "C", "C", "H", "H", "H", "H", "H", "H", "H", "H", "H", "H", "H", "H", "H", "H", "H", "H", "H", "H", "H", "H", "H", "H", "H", "H", "H", "H", "H", "H", "H", "H", "H"],
  "positions_angstrom": [[3.170, -3.803, 0.180], [3.303, -2.414, 0.007], [2.589, -1.586, 0.821], [1.647, -2.003, 1.755], [0.967, -1.074, 2.523], [1.210, 0.285, 2.371], [0.456, 1.200, 3.121], [-1.210, 1.225, 2.827], [-1.695, 2.394, 3.494], [-1.765, -0.037, 3.213], [-1.154, 1.295, 1.032], [-1.084, 0.033, 0.478], [-0.561, -0.173, -0.794], [-0.459, -1.484, -1.260], [0.145, -1.936, -2.400], [0.606, -1.215, -3.256], [0.136, -3.454, -2.511], [1.364, -3.930, -3.287], [1.335, -5.444, -3.465], [0.060, -5.874, -4.184], [-1.170, -5.402, -3.414], [-1.143, -3.886, -3.239], [-0.102, 0.935, -1.502], [-0.212, 2.200, -0.963], [-0.741, 2.427, 0.315], [-0.809, 3.681, 0.897], [-0.017, 4.780, 0.379], [-0.779, 5.604, -0.669], [-2.007, 6.059, -0.148], [-2.798, 4.977, 0.289], [-2.092, 4.163, 1.382], [2.163, 0.702, 1.445], [2.844, -0.221, 0.682], [3.444, -4.110, 1.194], [2.153, -4.144, -0.039], [3.859, -4.256, -0.531], [1.434, -3.051, 1.901], [0.225, -1.390, 3.238], [0.802, 2.148, 3.079], [-1.413, -0.795, 1.086], [-0.810, -2.176, -0.613], [0.141, -3.899, -1.509], [1.369, -3.439, -4.261], [2.269, -3.625, -2.759], [2.209, -5.764, -4.036], [1.381, -5.930, -2.487], [0.038, -6.960, -4.289], [0.047, -5.439, -5.186], [-2.078, -5.693, -3.947], [-1.191, -5.882, -2.432], [-1.168, -3.404, -4.218], [-2.023, -3.557, -2.680], [0.338, 0.797, -2.476], [0.140, 3.032, -1.552], [0.922, 4.405, -0.029], [0.205, 5.434, 1.229], [-0.214, 6.496, -0.944], [-0.964, 4.999, -1.571], [-3.721, 5.412, 0.673], [-3.033, 4.318, -0.564], [-2.716, 3.327, 1.685], [-1.913, 4.795, 2.256], [2.367, 1.756, 1.325], [3.579, 0.091, -0.043]],
  "mulliken_charge": [-0.7977, -0.4538, 0.7027, -0.1819, -0.5062, -0.1459, -0.3249, 1.2677, -0.6648, -0.6985, -0.5303, -0.3658, -0.0323, 0.1544, 0.0127, -0.6960, 0.6937, -1.0506, -0.5812, -0.7025, -0.6377, -1.0145, -1.6505, -0.3245, 0.9813, 0.2425, -0.9786, -0.4317, -0.4232, -0.6570, -0.6269, -0.3379, -0.8480, 0.4324, 0.1823, 0.2304, 0.4609, 0.5119, 0.4321, 0.6226, 0.2832, 0.2717, 0.3127, 0.3846, 0.3523, 0.2981, 0.3424, 0.3344, 0.3552, 0.3372, 0.3550, 0.3666, 0.5528, 0.3517, 0.4902, 0.4282, 0.3864, 0.2936, 0.3866, 0.3075, 0.4754, 0.3079, 0.3264, 0.4349],
  "smiles": "COc1ccc(NS(=O)(=O)c2cc(NC(=O)C3CCCCC3)ccc2N2CCOCC2)cc1",
  "homo_lumo_gap_ev": 8.25,
  "energy_ev": -50934.0822,
  "lumo_energy_ev": 0.4798
}



Record 2
{
  "formula": "CH5NOS",
  "method": "ωB97M-V with the def2-TZVPD basis set",
  "elements": ["C", "N", "O", "S", "H", "H", "H", "H", "H"],
  "positions_angstrom": [[1.099, -0.069, -0.076], [-1.477, 1.223, 0.166], [0.753, 1.164, -0.282], [-1.768, -0.295, 0.026], [1.708, -0.538, -0.867], [0.117, -0.739, -0.129], [1.507, -0.297, 0.927], [-1.281, 1.534, 1.110], [-1.942, -0.280, -1.331]],
  "mulliken_charge": [-0.2324, -0.3240, -0.4663, 0.0163, 0.2612, -0.0025, 0.2596, 0.2666, 0.2215],
  "homo_lumo_gap_ev": [8.25, 8.34],
  "energy_ev": -15486.5205,
  "lumo_energy_ev": [-0.8411, -0.8349]
}



Record 3
{
  "formula": "C11H13N2O",
  "method": "ωB97M-V with the def2-TZVPD basis set",
  "elements": ["N", "C", "C", "C", "C", "C", "C", "C", "O", "C", "N", "C", "C", "C", "H", "H", "H", "H", "H", "H", "H", "H", "H", "H", "H", "H", "H"],
  "positions_angstrom": [[1.949, 1.726, 1.298], [1.665, 1.146, 0.124], [2.438, 1.418, -1.022], [2.301, 0.710, -2.213], [1.266, -0.141, -2.391], [0.366, -0.264, -1.343], [0.591, 0.247, -0.043], [-0.279, 0.103, 1.173], [0.438, -0.532, 2.236], [-1.719, -0.373, 1.075], [-2.099, -1.193, 1.999], [-2.596, -0.086, -0.072], [-1.887, -1.179, -0.857], [-0.691, -1.201, -1.449], [2.424, 2.571, 1.302], [1.599, 1.427, 2.140], [3.263, 2.125, -1.068], [3.096, 0.885, -3.024], [1.225, -0.605, -3.297], [-0.397, 1.055, 1.733], [0.792, -1.304, 1.872], [-3.053, -1.547, 2.165], [-1.564, -1.575, 2.778], [-2.375, 0.921, -0.401], [-3.532, -0.320, 0.192], [-2.590, -1.965, -0.803], [-0.628, -2.049, -2.106]],
  "mulliken_charge": [-0.3722, 0.1353, -0.7061, -0.3642, -1.1058, 1.1805, 0.4067, 0.3353, -0.5922, 0.0520, -0.2335, -1.1398, -0.3504, -0.7647, 0.1923, 0.1657, 0.3240, 0.3039, 0.5892, 0.3290, 0.4082, 0.2807, 0.2461, 0.3327, 0.5458, 0.3992, 0.4023],
  "smiles": "Nc1cccc2c1[C@H](O)C(=[NH2+])CC=C2",
  "charge": 1,
  "homo_lumo_gap_ev": 7.49,
  "energy_ev": -16637.4671,
  "lumo_energy_ev": -3.9266
}